38
Properties=species:S:1:pos:R:3:forces:R:3:mulliken_charge:R:1 method="wB97M-V/def2-TZVPD" gap_ev=5.0 e_homo_ev=-10.728 lumo_energy_ev=-5.68 de_lowest_kcal_mol=34.5 charge=+1
C 1.247 0.360 1.219 -0.3 0.0 -0.8 -0.399
C 0.498 1.521 1.411 0.2 0.1 0.1 -0.050
C -0.878 1.638 1.584 -0.1 0.4 0.2 -0.297
C -1.851 0.652 1.435 -0.2 0.0 -0.1 -0.271
C -1.673 -0.726 1.430 -0.2 -0.1 -0.1 -0.318
C -0.479 -1.428 1.579 0.0 -0.3 0.2 -0.327
C 0.818 -0.952 1.418 0.2 -0.2 0.1 -0.228
H 2.264 0.494 0.836 -0.2 -0.1 0.5 0.607
H 1.061 2.461 1.411 -0.2 -0.3 -0.1 0.386
H -1.249 2.649 1.794 0.1 -0.4 -0.3 0.348
H -2.886 1.003 1.346 0.4 -0.1 0.2 0.345
H -2.581 -1.331 1.338 0.3 0.2 0.2 0.345
H -0.573 -2.501 1.786 0.0 0.4 -0.3 0.357
H 1.605 -1.717 1.438 -0.3 0.3 -0.2 0.504
C 5.624 4.095 0.495 0.0 -1.0 1.4 -0.542
C 6.013 2.839 0.936 -0.5 0.7 0.0 -0.151
N 5.680 2.769 2.273 0.1 0.3 0.4 0.313
C 5.978 1.677 3.211 0.0 0.2 -0.1 -1.260
C 4.732 1.073 3.886 0.3 0.4 0.4 0.325
C 5.210 -0.034 4.858 0.0 -0.1 -0.1 -0.766
C 4.316 -1.263 4.604 -0.4 0.2 0.2 -0.649
C 3.525 -0.941 3.323 0.1 -0.8 -0.5 -0.517
N 3.849 0.411 2.953 0.1 0.4 -0.4 -0.118
C 5.142 3.993 2.628 0.5 -0.6 -1.8 -0.068
N 5.082 4.784 1.562 -0.1 0.0 0.6 -0.679
H 5.717 4.510 -0.498 -0.1 0.0 0.2 0.407
H 6.477 2.026 0.408 0.0 -0.1 0.1 0.379
H 6.500 0.879 2.659 -0.2 0.4 0.2 0.392
H 6.642 2.057 4.011 -0.2 -0.1 -0.4 0.259
H 4.202 1.879 4.440 0.3 -0.3 -0.2 0.312
H 6.250 -0.306 4.632 -0.2 0.2 0.1 0.372
H 5.158 0.312 5.897 0.1 -0.2 -0.3 0.339
H 4.912 -2.176 4.483 -0.3 0.2 0.1 0.305
H 3.612 -1.401 5.431 0.2 -0.1 -0.1 0.250
H 3.855 -1.622 2.521 -0.2 0.0 0.1 0.264
H 2.441 -1.100 3.427 0.2 0.0 0.3 0.324
H 3.127 0.964 2.513 0.4 0.0 0.5 0.139
H 4.849 4.200 3.653 0.0 0.2 -0.4 0.366